# 1
{"formula": "C19H22BrCaN7O2S3Sb", "method": "wB97M-V/def2-TZVPD", "species": ["Ca", "S", "Sb", "S", "S", "Br", "C", "C", "C", "C", "C", "C", "C", "C", "C", "C", "H", "H", "H", "H", "H", "H", "C", "N", "C", "C", "N", "N", "C", "N", "N", "H", "H", "H", "H", "H", "H", "H", "H", "H", "H", "H", "C", "N", "C", "C", "C", "O", "N", "C", "O", "H", "H", "H", "H", "H"], "coordinates": [[-1.416, -0.127, -0.498], [-1.885, 1.556, -6.384], [-1.778, 1.633, -4.034], [-3.667, 2.758, -3.063], [-1.843, -0.572, -3.170], [-3.538, -1.783, 1.279], [-2.112, -2.907, 1.869], [-2.081, -3.325, 3.207], [-1.207, -4.442, 3.522], [-0.455, -5.052, 2.559], [-0.363, -4.563, 1.224], [0.384, -5.162, 0.123], [0.517, -4.531, -1.066], [-0.134, -3.286, -1.247], [-0.946, -2.721, -0.282], [-1.187, -3.483, 0.894], [-2.751, -2.884, 3.907], [-1.081, -4.768, 4.525], [0.085, -5.991, 2.870], [0.858, -6.127, 0.301], [1.149, -4.912, -1.920], [-0.069, -2.814, -2.250], [-2.826, 4.913, -0.405], [-1.600, 4.366, 0.074], [-0.495, 5.314, 0.311], [-1.496, 3.052, 0.438], [-2.235, 2.102, -0.073], [-0.519, 2.830, 1.425], [-0.081, 1.580, 1.929], [0.933, 1.736, 2.849], [-0.711, 0.432, 1.673], [-2.647, 5.929, -0.776], [-3.627, 4.902, 0.343], [-3.192, 4.283, -1.252], [-0.766, 6.284, -0.130], [0.475, 4.930, -0.006], [-0.379, 5.457, 1.403], [-2.875, 2.484, -0.775], [-0.054, 3.636, 1.884], [1.441, 2.584, 2.813], [1.514, 0.896, 2.905], [-0.162, -0.401, 2.011], [2.411, -0.330, -3.275], [2.810, -0.326, -1.872], [4.130, -0.507, -1.472], [4.452, -0.542, -0.171], [3.457, -0.176, 0.829], [3.686, -0.203, 2.033], [2.240, 0.226, 0.279], [1.807, 0.146, -0.960], [0.641, 0.334, -1.306], [2.693, 0.598, -3.810], [1.337, -0.398, -3.312], [2.852, -1.168, -3.863], [4.863, -0.662, -2.310], [5.440, -0.799, 0.206]], "lowdin_spin": [0.006, 0.269, 0.331, 0.212, 0.174, 0.001, 0.000, 0.000, 0.000, 0.000, 0.000, 0.000, 0.000, 0.001, 0.001, 0.000, 0.000, 0.000, 0.000, 0.000, 0.000, 0.000, -0.001, 0.000, 0.000, 0.000, -0.001, 0.000, 0.000, 0.000, 0.000, 0.000, 0.000, 0.000, 0.000, 0.000, 0.000, -0.001, 0.000, 0.000, 0.000, 0.000, 0.000, 0.000, 0.000, 0.000, 0.000, 0.000, 0.000, 0.000, 0.005, 0.000, 0.000, 0.000, 0.000, 0.000], "e_above_lowest_kj_mol": 50.4, "charge": -2, "spin_multiplicity": 2, "homo_energy_ev": [-1.10, -1.67], "s_squared": 0.76}


# 2
{"formula": "H20O10", "method": "wB97M-V/def2-TZVPD", "species": ["O", "H", "H", "O", "H", "H", "O", "H", "H", "O", "H", "H", "O", "H", "H", "O", "H", "H", "O", "H", "H", "O", "H", "H", "O", "H", "H", "O", "H", "H"], "coordinates": [[-1.410, 0.225, -0.095], [-0.638, 0.204, 0.412], [-2.038, -0.080, 0.555], [0.089, 2.197, 1.700], [-0.564, 2.799, 1.537], [0.778, 2.715, 1.270], [-3.631, -0.906, 0.891], [-3.865, -1.798, 1.299], [-3.171, -0.567, 1.590], [-0.225, 0.344, -4.059], [-1.128, 0.256, -4.347], [-0.080, -0.619, -3.699], [2.144, -0.137, -2.778], [1.769, -0.550, -3.577], [1.960, -0.720, -2.085], [2.403, -0.436, 2.779], [2.000, -1.103, 2.211], [2.153, -0.581, 3.636], [-2.295, -3.606, 0.094], [-2.273, -3.485, 1.008], [-2.405, -4.582, 0.086], [3.627, 0.777, -1.984], [3.903, -0.053, -1.830], [3.045, 1.051, -1.224], [-0.122, 1.494, -1.865], [-0.818, 1.799, -1.274], [0.722, 2.053, -1.734], [-0.445, 0.279, 4.916], [-0.784, 0.739, 4.105], [0.353, 0.672, 5.272]], "lowdin_charge": [-0.031, -0.008, -0.014, -0.008, -0.012, 0.055, -0.022, 0.093, -0.025, -0.104, 0.022, 0.085, -0.083, 0.054, 0.028, -0.018, 0.044, -0.032, -0.036, -0.018, 0.061, -0.062, -0.026, 0.077, -0.111, 0.010, 0.081, -0.079, 0.048, 0.028], "e_above_lowest_kj_mol": 748.6, "spin_multiplicity": 1, "smiles": "O.O.O.O.O.O.O.O.O.O", "homo_energy_ev": -8.61}


# 3
{"formula": "C19H53BFN6O3P2", "method": "wB97M-V/def2-TZVPD", "species": ["C", "O", "C", "C", "C", "C", "C", "C", "B", "F", "H", "H", "H", "H", "H", "H", "H", "H", "H", "H", "H", "H", "H", "H", "H", "H", "H", "O", "P", "N", "C", "C", "N", "C", "C", "N", "C", "C", "H", "H", "H", "H", "H", "H", "H", "H", "H", "H", "H", "H", "H", "H", "H", "H", "H", "H", "O", "P", "N", "C", "C", "N", "C", "C", "N", "C", "C", "H", "H", "H", "H", "H", "H", "H", "H", "H", "H", "H", "H", "H", "H", "H", "H", "H", "H"], "coordinates": [[2.320, 0.878, -2.722], [2.767, 1.939, -3.669], [1.601, 2.446, -4.456], [0.458, 3.029, -3.412], [-0.668, 3.990, -4.135], [-2.045, 3.893, -3.252], [-3.175, 2.855, -3.832], [-2.809, 1.261, -3.635], [-1.855, 0.625, -4.815], [-1.641, 1.504, -5.994], [3.239, 0.169, -2.507], [1.949, 1.316, -1.693], [1.509, 0.203, -3.263], [1.920, 3.352, -5.163], [1.158, 1.586, -5.155], [-0.152, 2.171, -2.859], [0.936, 3.685, -2.537], [-0.796, 3.814, -5.284], [-0.267, 5.106, -4.011], [-1.726, 3.581, -2.148], [-2.508, 4.990, -3.213], [-4.158, 3.042, -3.182], [-3.510, 3.104, -4.950], [-2.300, 1.019, -2.594], [-3.854, 0.686, -3.627], [-2.431, -0.344, -5.223], [-0.868, 0.226, -4.310], [0.794, -1.583, -1.413], [0.107, -2.641, -0.515], [1.416, -3.768, -0.651], [1.289, -5.234, -0.684], [2.546, -3.449, 0.230], [-1.050, -2.957, -1.797], [-1.136, -4.205, -2.548], [-1.202, -1.880, -2.808], [-0.682, -3.856, 0.519], [-2.164, -3.985, 0.434], [-0.505, -3.442, 1.936], [0.946, -5.653, 0.268], [2.251, -5.703, -0.911], [0.629, -5.579, -1.472], [2.333, -3.672, 1.279], [2.813, -2.391, 0.157], [3.442, -4.024, -0.033], [-0.292, -4.341, -3.231], [-2.061, -4.220, -3.145], [-1.235, -5.091, -1.916], [-0.367, -1.890, -3.516], [-1.258, -0.891, -2.344], [-2.127, -1.997, -3.376], [-2.659, -3.018, 0.585], [-2.533, -4.687, 1.192], [-2.534, -4.404, -0.500], [-0.983, -2.469, 2.125], [0.559, -3.348, 2.206], [-0.935, -4.180, 2.623], [-0.194, 1.314, 1.924], [0.358, 1.006, 3.337], [-0.742, 2.089, 4.125], [-0.448, 2.890, 5.324], [-2.084, 1.520, 4.298], [1.827, 1.881, 2.938], [2.236, 3.139, 3.551], [2.107, 2.042, 1.488], [0.994, 0.650, 4.962], [2.455, 0.390, 5.096], [0.423, -0.649, 5.407], [-0.311, 2.279, 6.222], [-1.265, 3.587, 5.534], [0.421, 3.525, 5.200], [-2.117, 0.759, 5.082], [-2.439, 1.065, 3.370], [-2.817, 2.286, 4.580], [1.610, 3.981, 3.237], [3.277, 3.370, 3.275], [2.271, 3.104, 4.642], [1.482, 2.830, 1.056], [1.936, 1.114, 0.934], [3.152, 2.306, 1.313], [2.786, -0.397, 4.407], [2.698, 0.081, 6.121], [3.091, 1.259, 4.937], [0.728, -1.464, 4.733], [-0.678, -0.628, 5.426], [0.747, -0.899, 6.424]], "lowdin_charge": [-0.132, -0.288, -0.195, -0.197, -0.221, -0.233, -0.239, -0.223, -0.653, -0.147, 0.093, 0.086, 0.094, 0.129, 0.135, 0.102, 0.122, 0.112, 0.097, 0.112, 0.096, 0.088, 0.117, 0.076, 0.084, 0.023, 0.006, -0.298, 0.802, -0.303, -0.141, -0.159, -0.315, -0.166, -0.151, -0.276, -0.134, -0.164, 0.070, 0.077, 0.044, 0.048, 0.071, 0.076, 0.088, 0.086, 0.050, 0.080, 0.057, 0.080, 0.091, 0.081, 0.059, 0.072, 0.057, 0.080, -0.301, 0.783, -0.305, -0.138, -0.155, -0.323, -0.167, -0.144, -0.275, -0.134, -0.152, 0.072, 0.079, 0.044, 0.051, 0.076, 0.079, 0.090, 0.084, 0.054, 0.085, 0.064, 0.079, 0.088, 0.084, 0.058, 0.072, 0.065, 0.082], "charge": -1, "spin_multiplicity": 1, "homo_energy_ev": -4.31}


# 4
{"formula": "C4H12N2", "method": "wB97M-V/def2-TZVPD", "species": ["N", "C", "C", "C", "C", "N", "H", "H", "H", "H", "H", "H", "H", "H", "H", "H", "H", "H"], "coordinates": [[1.672, -1.009, -1.684], [0.763, -1.439, -0.627], [-0.517, -0.591, -0.621], [-0.336, 0.897, -0.246], [-0.160, 1.091, 1.252], [-1.428, 1.192, 2.020], [1.863, -0.017, -1.668], [2.551, -1.503, -1.649], [1.253, -1.380, 0.350], [0.420, -2.454, -0.830], [-1.194, -1.028, 0.101], [-1.016, -0.677, -1.592], [-1.214, 1.416, -0.630], [0.507, 1.302, -0.814], [0.378, 0.240, 1.659], [0.418, 1.970, 1.531], [-2.082, 1.712, 1.431], [-1.877, 0.279, 2.017]], "lowdin_charge": [-0.010, -0.293, -0.213, -0.208, -0.284, -0.014, 0.048, 0.060, 0.098, 0.107, 0.095, 0.110, 0.102, 0.094, 0.097, 0.101, 0.059, 0.052], "e_above_lowest_kj_mol": 45.6, "spin_multiplicity": 1, "smiles": "NCCCCN", "homo_energy_ev": -9.23}


# 5
{"formula": "C12H17N", "method": "wB97M-V/def2-TZVPD", "species": ["C", "C", "C", "N", "C", "C", "C", "C", "C", "C", "H", "H", "H", "H", "H", "H", "H", "H", "H", "C", "C", "C", "H", "H", "H", "H", "H", "H", "H", "H"], "coordinates": [[1.536, -0.624, 3.498], [0.403, -0.550, 2.526], [-0.622, 0.363, 2.652], [-1.489, 0.229, 1.581], [-0.964, -0.641, 0.664], [-1.380, -0.926, -0.624], [-0.583, -1.862, -1.318], [0.548, -2.438, -0.762], [0.973, -2.063, 0.502], [0.284, -1.080, 1.194], [1.404, -1.285, 4.356], [1.920, 0.342, 3.821], [2.399, -1.099, 3.004], [-0.881, 1.000, 3.481], [-2.300, 0.806, 1.399], [-2.290, -0.589, -1.095], [-0.901, -2.094, -2.327], [0.948, -3.308, -1.264], [1.859, -2.484, 0.967], [0.158, 2.744, -4.120], [0.119, 2.001, -2.786], [0.548, 2.776, -1.553], [0.822, 2.348, -4.875], [0.288, 3.833, -4.038], [-0.845, 2.811, -4.569], [-0.907, 1.641, -2.632], [0.638, 1.044, -2.890], [-0.339, 3.294, -1.173], [0.850, 2.101, -0.752], [1.251, 3.579, -1.761]], "lowdin_charge": [-0.056, -0.220, -0.049, 0.065, -0.226, -0.022, -0.105, -0.107, -0.032, -0.145, 0.074, 0.076, 0.071, 0.119, 0.153, 0.103, 0.096, 0.097, 0.109, -0.125, -0.326, -0.119, 0.060, 0.067, 0.064, 0.087, 0.093, 0.067, 0.063, 0.066], "e_above_lowest_kj_mol": 82.4, "spin_multiplicity": 1, "smiles": "Cc1c[nH]c2ccccc12.CCC", "homo_energy_ev": -7.75}


# 6
{"formula": "C7H8", "method": "wB97M-V/def2-TZVPD", "species": ["C", "C", "C", "C", "C", "C", "C", "H", "H", "H", "H", "H", "H", "H", "H"], "coordinates": [[-0.596, -0.885, -1.080], [0.059, -0.079, 0.053], [-0.980, 0.222, 1.150], [2.171, -0.618, 1.476], [1.206, -0.893, 0.648], [0.574, 1.190, -0.495], [0.958, 2.234, -0.956], [0.131, -1.112, -1.864], [-1.417, -0.314, -1.522], [-0.997, -1.825, -0.685], [-1.331, -0.710, 1.604], [-0.547, 0.849, 1.934], [-1.838, 0.746, 0.716], [1.294, -1.959, 0.386], [1.312, 3.155, -1.364]], "lowdin_charge": [-0.056, -0.585, -0.047, 0.202, -0.233, -0.106, 0.141, 0.092, 0.091, 0.088, 0.089, 0.091, 0.090, 0.114, 0.030], "e_above_lowest_kj_mol": 559.7, "spin_multiplicity": 1, "homo_energy_ev": -10.08}


no.,largest force on an atom (eV/Å),E_tot (a.u.)
1,3.3,-5957.6222
2,9.0,-764.1968
3,9.6,-2117.0841
4,1.0,-269.0990
5,2.1,-522.1889
6,0.7,-271.3183